--- one ---
This record from OMol25 describes the molecule C20H24ClN3O3S. The level of theory is ωB97M-V/def2-TZVPD.

Geometry as XYZ:
```
52
C20H24ClN3O3S (ωB97M-V/def2-TZVPD)
N 2.008 1.086 -0.600
H 1.314 -0.639 0.380
C 6.072 3.654 -2.259
N 7.830 1.990 -1.967
C 6.485 2.355 -1.930
H 1.933 2.071 -0.418
S -4.674 0.236 3.233
C 4.173 1.715 -1.503
O -1.934 1.385 2.959
C -3.598 -1.610 1.793
C 3.773 3.019 -1.845
H 0.793 -1.019 -1.937
H -5.093 -5.681 0.189
C -2.031 0.043 -0.275
H -5.502 -4.871 -1.321
H -0.051 0.521 -2.080
H -2.089 0.976 -0.839
H -2.892 -2.174 1.201
C 0.167 -0.305 -1.400
H 4.401 4.976 -2.480
H -4.830 -4.270 2.201
H -6.717 -5.010 -0.054
C 0.816 1.136 2.228
H 8.495 2.676 -2.296
H 1.856 1.396 2.033
O -5.216 -3.602 0.275
C 0.001 0.953 0.914
H -0.196 1.971 0.573
C -3.339 -0.324 2.279
C -5.375 -3.478 1.684
C -1.163 -0.960 -1.034
H -6.565 -1.323 3.306
H 0.818 0.227 2.829
O 3.440 -0.544 -1.199
H -6.429 -3.595 1.942
H -1.676 -1.267 -1.947
H -3.052 -0.333 -0.214
N -1.360 0.324 1.019
C 0.905 0.227 -0.152
C 5.540 1.400 -1.559
C 4.717 3.977 -2.217
H 5.868 0.400 -1.311
H 2.731 3.304 -1.845
H 8.098 1.031 -1.804
Cl 7.204 4.878 -2.732
H -1.013 -1.871 -0.450
C -5.654 -4.850 -0.242
H 0.434 1.958 2.834
C 3.176 0.652 -1.099
C -2.162 0.519 2.114
C -4.866 -2.121 2.118
C -5.570 -1.210 2.901
```

Calculated values
- Kohn-Sham gap: 8.69 eV
- E_LUMO: 0.4 eV



--- two ---
This record from OMol25 describes the molecule C20H24ClN3O3S. The level of theory is ωB97M-V/def2-TZVPD.

Geometry as XYZ:
```
52
C20H24ClN3O3S (ωB97M-V/def2-TZVPD)
C -2.230 1.198 -5.859
O -1.720 2.302 -5.769
H -3.930 3.035 2.038
H 2.703 -0.229 -4.399
H 2.300 -0.786 -1.968
O 1.415 1.117 -0.958
C -5.228 1.874 -8.039
C 0.360 0.538 -1.143
H -0.760 1.295 -3.764
C -3.224 3.277 1.233
N -6.018 2.951 -8.365
H -3.881 2.990 -6.784
C -0.792 0.857 -0.250
C -1.396 2.069 -0.117
O -2.375 4.336 1.623
H -4.962 -1.469 -8.583
H -6.612 2.860 -9.170
H -2.358 -1.296 -1.495
H -2.379 6.282 2.168
C 0.611 0.040 -4.862
H -3.037 -1.196 -7.063
H -3.644 5.852 0.992
C -4.726 -0.500 -8.166
C -0.903 -0.693 -2.973
H -5.624 3.862 -8.220
H -2.585 0.365 -2.060
H 0.558 -0.942 -5.347
N -1.826 0.149 -5.099
C -4.141 2.013 -7.175
H -3.814 5.375 2.699
C -2.294 -0.640 -2.359
C -3.097 5.518 1.882
C -2.482 0.876 1.533
S -1.387 -0.273 0.897
C -3.657 -0.342 -7.300
H -1.135 2.929 -0.717
C -5.499 0.589 -8.521
C -2.392 2.081 0.902
N 0.242 -0.486 -2.061
H -0.760 -1.711 -3.355
Cl -6.836 0.365 -9.613
H -3.021 -0.992 -3.091
C -0.728 0.275 -4.157
H 0.726 0.785 -5.651
H 1.416 -1.885 -3.042
C 1.509 -0.848 -2.709
H -3.814 3.583 0.358
H 1.939 1.086 -3.513
H -2.347 -0.709 -5.145
C 1.785 0.074 -3.892
C -3.371 0.927 -6.799
H -3.127 0.616 2.357
```

Calculated values
- Kohn-Sham gap: 9.03 eV
- E_LUMO: 0.6 eV



Pick two: it beats the second-best structure by 0.0162 hartree.



--- one ---
This record from OMol25 describes a structure of composition CBrClNO2P. The level of theory is ωB97M-V/def2-TZVPD.

Geometry as XYZ:
```
7
CBrClNO2P (ωB97M-V/def2-TZVPD)
O -1.082 -0.333 -0.377
N -1.647 1.025 -2.266
C -1.355 0.387 -1.372
O 0.525 0.945 1.847
Br 0.792 -2.100 1.658
P 0.696 -0.137 0.918
Cl 2.071 0.214 -0.408
```

Calculated values
- Kohn-Sham gap: 8.08 eV
- E_LUMO: -2.3 eV



--- two ---
This record from OMol25 describes a cluster of 2 separate species, CBrClNO2P in total. The level of theory is ωB97M-V/def2-TZVPD.

Geometry as XYZ:
```
7
CBrClNO2P (ωB97M-V/def2-TZVPD)
O 1.216 -0.325 -2.947
Cl 1.294 1.376 1.193
P -0.005 0.934 -0.391
O -0.766 -0.516 0.087
N 0.137 -2.255 1.548
Br -1.691 2.216 -0.331
C -0.185 -1.429 0.842
```

Calculated values
- Kohn-Sham gap (spin up / spin down): 6.46 / 6.46 eV
- E_LUMO (spin up / spin down): -4.2 / -4.2 eV



Pick one: it beats the second-best structure by 0.2290 hartree.



--- one ---
This record from OMol25 describes a cluster of 14 separate species, C18H64N18O14 in total. The level of theory is ωB97M-V/def2-TZVPD.

Geometry as XYZ:
```
114
C18H64N18O14 (ωB97M-V/def2-TZVPD)
H 3.754 2.811 -0.154
H -5.005 2.379 -0.915
H -0.476 -1.327 -0.087
O -0.585 0.832 1.335
C 1.483 -1.569 3.444
N 2.405 -0.921 2.778
H 2.451 -3.028 0.376
H 2.444 3.715 4.102
C -3.868 0.814 -0.181
O -0.681 4.434 -1.263
O 2.001 -4.656 -0.137
N 1.652 -5.789 -2.088
H -2.636 1.325 -3.214
H -3.423 0.420 4.269
C 2.534 1.666 -2.576
N 2.653 1.972 2.643
N 3.886 2.412 0.819
N 0.267 -1.204 3.163
N 3.422 -1.915 -1.697
H 2.511 1.125 -1.640
H 3.320 -1.131 3.209
H 1.736 3.560 -1.577
N 1.443 -3.663 -2.232
H -1.108 -2.823 -2.238
H -0.481 -2.377 -5.034
H 0.508 -3.192 3.004
H -2.242 0.044 2.954
H -0.954 4.519 1.949
H 1.331 0.622 0.463
H 3.488 1.455 3.109
H 2.652 -1.601 1.389
H 1.456 -5.883 -3.122
H -3.589 -2.071 -3.485
O -3.934 0.692 -5.376
O -3.116 -3.331 -2.527
H 2.396 0.049 2.580
H 1.690 4.617 5.507
H -0.665 -3.931 3.932
O 1.780 -2.561 4.401
H -2.148 -2.374 -0.900
H -1.810 -5.940 2.306
H -5.815 0.941 -0.653
C -0.179 -0.417 -0.723
O 1.929 3.550 1.173
H 2.773 -2.669 -1.965
N -0.096 -4.075 3.113
O 0.213 2.412 3.594
H 0.442 4.415 0.888
H -3.693 2.143 1.540
H -1.959 1.103 0.287
H -3.041 4.292 0.972
H -3.775 -3.732 -1.942
H -2.716 2.580 -0.153
H 1.159 -0.475 -6.448
C 3.392 -1.477 -0.466
H 0.512 -0.551 -1.535
H 1.222 -2.799 -1.716
H 1.962 0.531 -5.328
H -1.098 -0.151 -1.257
H 3.495 1.376 -3.006
H -1.910 2.536 2.593
C -1.299 4.353 -0.035
H -1.767 0.795 4.452
H -1.083 2.788 5.916
C 2.460 3.180 -2.303
C -0.715 -4.367 2.049
N -0.129 3.107 5.859
H 1.661 1.198 -3.100
C -2.002 -3.175 -1.686
H 1.740 2.102 3.110
C 0.309 0.760 0.161
C 2.801 2.584 1.542
N -4.951 1.410 -0.487
H 0.319 1.681 -0.433
O -0.626 -3.670 0.908
H 0.280 3.432 6.773
N -2.566 4.314 0.063
C -3.571 -0.159 -4.325
H 2.417 3.689 -3.262
H 4.406 3.308 -2.482
H -0.720 -6.035 1.125
C 1.677 -0.513 -5.491
C -2.542 0.754 3.721
H 2.599 -0.914 -5.844
H -0.316 1.578 1.887
H 3.908 -1.456 -2.441
H 1.205 -3.675 -3.239
C 1.788 -4.689 -1.498
H 4.397 1.457 0.813
H -3.095 4.490 -0.836
C 0.848 -1.151 -4.301
O 0.405 -2.424 -4.658
N 1.707 3.819 4.849
C 0.560 3.184 4.736
H -2.618 -0.248 -2.447
N -3.774 -1.443 -4.266
H -0.058 -0.532 -4.079
N -2.815 1.571 -0.009
C -2.741 2.232 3.229
O -3.840 2.399 2.474
H -1.801 -4.170 -1.257
H -0.498 -1.529 3.767
H 1.499 -1.077 -3.442
O 4.102 -0.327 -0.185
H 0.084 -0.529 2.406
H 1.952 -6.640 -1.583
N -3.010 0.314 -3.211
N -0.574 4.370 0.990
H -4.339 -1.861 -4.997
N -0.880 -5.642 2.092
H -2.814 2.952 4.006
O -3.808 -0.546 0.022
O 3.727 3.384 -1.742
N 2.760 -2.105 0.456
```

Calculated values
- Kohn-Sham gap: 8.36 eV
- E_LUMO: -0.2 eV



--- two ---
This record from OMol25 describes a cluster of 14 separate species, C18H64N18O14 in total. The level of theory is ωB97M-V/def2-TZVPD.

Geometry as XYZ:
```
114
C18H64N18O14 (ωB97M-V/def2-TZVPD)
H -2.235 -13.169 20.269
H -3.659 -9.213 15.932
N -0.629 -11.744 17.386
H -3.659 -11.041 17.556
H -5.771 -11.305 18.360
H 2.548 -11.745 18.235
O -6.713 -12.064 16.290
H -5.429 -7.536 16.083
N 2.501 -12.071 17.237
H -2.296 -10.394 18.414
O 1.150 -14.997 17.980
C -2.472 -15.507 15.304
C -1.589 -13.668 12.253
H -1.337 -15.232 11.210
H -2.847 -12.669 18.734
H -2.179 -16.295 14.570
N -0.535 -9.655 21.407
H -5.920 -12.200 11.686
H -1.709 -11.279 14.409
O -5.499 -12.734 12.328
H -1.615 -7.257 18.115
H 0.148 -9.666 18.359
N -2.615 -11.018 17.682
N 0.172 -10.041 19.308
H 4.828 -14.125 17.534
N -1.439 -14.955 12.244
H -5.262 -11.711 13.961
C -5.513 -12.440 16.845
H 1.932 -14.407 17.964
H -0.484 -11.292 18.292
H 0.403 -9.718 21.846
N -0.019 -9.002 16.866
H -1.082 -16.064 19.139
H -4.577 -7.077 14.555
O -1.721 -12.902 11.190
H -3.849 -12.714 13.655
H -4.154 -11.209 12.666
N 1.337 -7.260 16.846
H 1.172 -11.666 22.412
H -2.813 -7.980 17.254
H -4.631 -14.133 17.872
H 2.333 -6.948 16.593
N -4.505 -14.677 18.743
O 2.235 -9.367 16.343
H -1.720 -9.951 13.224
H 0.581 -6.548 16.869
H -4.358 -9.577 14.211
O -6.454 -7.899 14.313
H -0.832 -8.414 16.925
C 0.890 -12.754 22.486
H 3.938 -13.507 18.926
O -0.224 -14.958 15.586
C -4.603 -12.049 13.180
H -0.606 -5.200 15.432
C -0.724 -9.584 20.117
N 0.637 -9.639 13.363
H 1.100 -10.404 19.598
H 1.633 -9.393 13.553
H -5.264 -9.734 15.672
H 0.203 -12.166 16.903
C 3.337 -13.051 16.966
O 0.632 -11.606 14.750
H 0.168 -8.758 13.103
H 1.227 -13.035 23.486
N -0.932 -5.675 16.259
O -2.166 -7.076 14.912
H -2.329 -15.441 12.496
H -1.032 -5.187 17.162
C 0.024 -10.590 13.979
C -3.622 -14.435 19.701
H -0.666 -12.456 13.253
C 1.164 -8.579 16.651
H 1.514 -13.204 21.633
O 3.664 -13.466 15.725
C -5.223 -7.799 15.034
O -1.960 -9.199 19.589
C -0.534 -13.021 22.240
O -3.379 -15.246 20.783
O -0.821 -12.510 20.983
H -5.118 -15.431 18.913
H -1.621 -14.404 17.054
N -2.994 -13.284 19.541
C 0.498 -14.554 19.160
H -3.388 -15.821 15.734
H -0.850 -14.041 22.270
H -5.146 -13.884 15.579
H 2.309 -11.517 16.419
C -0.274 -15.767 19.835
N -4.762 -13.385 16.392
O -2.231 -12.312 15.765
H -0.772 -15.392 20.702
C -1.387 -15.182 16.304
H -0.569 -11.621 21.037
H -1.309 -13.570 14.367
C -4.512 -9.149 15.209
N -0.935 -13.467 13.360
N -1.254 -10.638 13.796
H -0.236 -9.993 16.661
C -1.834 -11.688 16.943
H 1.378 -14.253 19.770
H -1.278 -12.552 22.898
H -6.210 -8.137 13.447
H 0.581 -14.795 16.147
C -1.750 -6.658 16.138
H -4.686 -12.584 18.695
H 0.394 -16.611 20.148
H -2.813 -14.581 14.768
N -2.104 -7.277 17.212
H -3.740 -13.237 16.371
H 0.030 -13.602 18.972
H -1.123 -8.958 21.855
N -5.078 -11.973 17.944
N 3.903 -13.765 17.919
H -1.259 -16.082 16.938
```

Calculated values
- Kohn-Sham gap: 6.37 eV
- E_LUMO: -1.1 eV



Pick one: it beats the second-best structure by 0.0779 hartree.